(1)
{"formula": "CClN3O2", "method": "the ωB97M-V functional and the def2-TZVPD basis", "e_homo_ha": [-0.356, -0.407], "homo_lumo_gap_ev": [9.58, 8.05], "spin_multiplicity": 3, "elements": ["C", "N", "N", "N", "O", "O", "Cl"], "positions_angstrom": [[-0.0107, 0.9223, 1.5533], [0.6447, 1.4298, 2.3676], [-0.6917, 0.1879, 0.7656], [0.2579, -1.0882, -1.5846], [1.0252, -1.9643, -1.5757], [-0.3263, -0.3530, -2.2729], [-1.7639, 0.8362, -0.3545]], "atomic_forces_ev_per_a": [[-0.3, 0.6, -0.1], [0.7, 0.6, 0.7], [-0.9, -1.2, -1.1], [-0.6, 0.4, 3.1], [1.1, -1.1, -1.3], [0.1, 0.2, -2.6], [0.0, 0.6, 1.2]]}

=====

(2)
{"formula": "C2H2Cl2S", "method": "the ωB97M-V functional and the def2-TZVPD basis", "e_homo_ha": [-0.300, -0.289], "homo_lumo_gap_ev": [7.81, 7.39], "elements": ["C", "C", "S", "Cl", "Cl", "H", "H"], "positions_angstrom": [[-1.3841, 0.0102, -0.3996], [1.3304, -0.0359, 0.1684], [0.0534, 0.9976, -0.0736], [-2.9218, 0.5414, 0.0376], [2.9112, 0.5556, -0.0594], [-1.3543, -1.1050, -0.2057], [1.3653, -0.9638, 0.5322]], "atomic_forces_ev_per_a": [[1.8, -1.5, 0.7], [0.1, 3.2, -1.0], [-1.6, -1.0, -0.3], [-0.7, 0.9, 0.2], [0.4, 0.4, -0.3], [0.6, 1.4, -0.6], [-0.7, -3.5, 1.3]]}

=====

(3)
{"formula": "C8H10N2OS", "method": "the ωB97M-V functional and the def2-TZVPD basis", "e_homo_ha": -0.327, "homo_lumo_gap_ev": 9.14, "elements": ["C", "C", "C", "C", "C", "C", "C", "C", "N", "N", "O", "S", "H", "H", "H", "H", "H", "H", "H", "H", "H", "H"], "positions_angstrom": [[2.1180, 0.7328, 1.0157], [-0.0025, -1.7262, 0.4683], [-1.0006, 0.5639, 1.2680], [0.9907, -0.8854, -0.4127], [-0.0280, 1.3930, 0.4427], [-1.1808, -0.8576, 0.6981], [-1.1091, 0.0998, -1.8790], [1.1848, 0.6167, -0.0853], [2.8029, 0.6922, 1.9219], [-0.7655, 0.6024, -2.8815], [-0.2236, 1.2002, -3.7829], [-2.1528, -0.7762, -0.8864], [-0.0662, -2.7165, -0.1574], [0.4000, -1.9776, 1.4326], [-0.7052, 0.4371, 2.2538], [-1.9381, 1.0252, 1.2959], [1.9452, -1.4717, -0.5069], [0.4617, -0.8767, -1.4081], [-0.7055, 1.9313, -0.3837], [0.3347, 2.1662, 1.1741], [-1.9231, -1.2418, 1.3779], [1.5629, 1.0687, -0.9648]], "atomic_forces_ev_per_a": [[0.2, -0.5, -1.0], [2.1, -0.3, -1.4], [1.5, -1.5, -2.3], [-0.5, -1.2, -0.8], [-2.1, 2.2, -0.4], [-2.2, 0.6, -0.8], [-0.8, 0.6, -1.9], [-0.4, -0.8, 1.1], [0.9, 0.2, 1.3], [0.1, -0.1, 1.3], [-0.2, -0.1, -0.2], [-0.4, -0.1, 0.4], [-0.8, 1.8, 1.5], [0.6, -0.2, 0.5], [1.0, -0.1, 2.0], [-1.5, 0.7, 0.0], [-0.7, 1.0, 0.0], [1.4, -0.4, 0.9], [2.0, -1.1, 1.6], [-0.3, -0.3, -1.2], [-0.4, -0.9, 0.0], [0.5, 0.7, -0.8]]}

=====

(4)
{"formula": "C6H3O2", "method": "the ωB97M-V functional and the def2-TZVPD basis", "e_homo_ha": [-0.175, -0.175], "homo_lumo_gap_ev": [7.78, 7.77], "total_charge": -1, "elements": ["C", "C", "C", "C", "C", "C", "O", "O", "H", "H", "H"], "positions_angstrom": [[-3.7851, -0.8093, -0.0628], [-3.3191, -2.1149, 0.5122], [0.6123, -0.3583, -0.0594], [-0.5132, 0.2908, -0.0990], [-4.8080, 0.2877, -0.1441], [-2.4791, -1.0901, 0.1355], [-5.3613, 0.5898, -1.1938], [-4.8785, 0.7394, 1.0135], [1.5829, 0.1195, -0.1988], [0.6527, -1.4249, 0.1117], [-0.7975, 1.3054, -0.2622]], "atomic_forces_ev_per_a": [[2.2, -1.0, 0.8], [0.1, 0.6, -0.5], [0.6, -0.2, 0.0], [-2.7, -2.6, 0.4], [-0.3, -0.1, 0.5], [0.8, 2.5, -0.8], [-0.1, 0.0, -0.6], [-0.2, 0.3, 0.1], [-0.1, 0.2, 0.0], [-0.1, -0.1, 0.0], [-0.2, 0.4, 0.0]]}

=====

(5)
{"formula": "C5H10O", "method": "the ωB97M-V functional and the def2-TZVPD basis", "e_homo_ha": -0.347, "homo_lumo_gap_ev": 10.34, "smiles": "CC1(C)C[C@H]1O", "elements": ["C", "C", "C", "C", "C", "O", "H", "H", "H", "H", "H", "H", "H", "H", "H", "H"], "positions_angstrom": [[0.6153, -0.7371, -1.1785], [-0.2027, -0.1235, -0.0578], [-1.5537, 0.3899, -0.5039], [0.0923, -0.7466, 1.2908], [0.5316, 0.6548, 0.9955], [1.8669, 1.0069, 0.7877], [0.6480, -0.0987, -2.0701], [1.6425, -0.9364, -0.8599], [0.1535, -1.6897, -1.4652], [-2.1798, 0.7211, 0.3310], [-2.1098, -0.3557, -1.0831], [-1.3914, 1.2562, -1.1605], [-0.7039, -0.8572, 2.0225], [0.8263, -1.5498, 1.3002], [-0.0291, 1.4039, 1.5582], [1.8268, 1.6874, 0.1000]], "atomic_forces_ev_per_a": [[0.0, 0.0, 0.0], [0.0, 0.1, -0.1], [-0.1, 0.0, 0.0], [-0.1, -0.1, 0.1], [-0.3, 0.0, 0.0], [0.1, 0.1, 0.0], [0.0, 0.0, 0.1], [-0.2, 0.0, -0.1], [0.1, 0.1, 0.0], [0.1, -0.1, -0.1], [0.0, 0.0, 0.1], [-0.1, -0.1, 0.1], [0.1, 0.0, -0.1], [-0.1, 0.2, 0.0], [0.0, 0.0, -0.3], [0.3, -0.2, 0.2]]}

=====

(6)
{"formula": "C21H31N6O2", "method": "the ωB97M-V functional and the def2-TZVPD basis", "e_homo_ha": -0.393, "homo_lumo_gap_ev": 8.44, "smiles": "CCCCc1ccc(Nc2nc(N3CCOCC3)nc([NH+]3CCOCC3)n2)cc1", "total_charge": 1, "elements": ["C", "C", "C", "H", "H", "C", "C", "C", "C", "C", "C", "C", "H", "H", "N", "C", "N", "C", "N", "C", "H", "H", "C", "O", "C", "H", "C", "H", "H", "H", "H", "H", "N", "C", "N", "N", "H", "C", "H", "C", "O", "C", "H", "C", "H", "H", "H", "H", "H", "H", "H", "H", "H", "H", "H", "H", "H", "H", "H", "H"], "positions_angstrom": [[4.5560, -5.8306, 1.8705], [3.2183, -5.2144, 2.2630], [2.0307, -5.8390, 1.5309], [2.0734, -6.9239, 1.6428], [1.1054, -5.4911, 1.9961], [1.9816, -5.5022, 0.0322], [1.7784, -4.0348, -0.1890], [2.8429, -3.1962, -0.5013], [2.6534, -1.8385, -0.6652], [1.3847, -1.2850, -0.5153], [0.3100, -2.1131, -0.2150], [0.5151, -3.4696, -0.0525], [-0.3271, -4.1056, 0.1770], [-0.6753, -1.6912, -0.1223], [1.2582, 0.0988, -0.7086], [0.2459, 0.9238, -0.4585], [-0.8886, 0.5229, 0.0917], [-1.8370, 1.4351, 0.2971], [-2.9613, 1.0754, 0.8974], [-4.1173, 1.9430, 0.9686], [-4.2999, 2.2298, 2.0093], [-3.9066, 2.8366, 0.3825], [-5.3316, 1.1714, 0.3957], [-4.8941, 0.2066, -0.5271], [-4.1967, -0.8490, 0.0987], [-3.6357, -1.3387, -0.6992], [-3.2541, -0.3075, 1.1965], [-3.7405, -0.3382, 2.1752], [-2.3252, -0.8718, 1.2388], [-4.9029, -1.5690, 0.5357], [-5.9908, 1.8453, -0.1522], [-5.9051, 0.6965, 1.2031], [-1.6880, 2.7513, -0.0468], [-0.5269, 3.0079, -0.5766], [0.4818, 2.2277, -0.8173], [-0.3488, 4.4273, -0.9593], [-1.2256, 4.8938, -0.6913], [0.7836, 5.0442, -0.2296], [0.5984, 4.9775, 0.8434], [0.9385, 6.5017, -0.6714], [1.1337, 6.5873, -2.0585], [0.0517, 6.0435, -2.7680], [0.2923, 6.1498, -3.8265], [-0.1424, 4.5654, -2.4206], [-1.0027, 4.1487, -2.9461], [0.7518, 3.9917, -2.6741], [-0.8717, 6.6047, -2.5540], [1.8230, 6.9404, -0.2078], [0.0525, 7.0823, -0.3694], [1.6782, 4.4702, -0.4810], [2.0796, 0.5568, -1.0852], [3.4924, -1.2026, -0.9100], [3.8327, -3.6094, -0.6223], [1.1535, -6.0546, -0.4166], [2.9046, -5.8289, -0.4458], [3.2377, -4.1385, 2.0730], [3.0715, -5.3561, 3.3360], [5.3583, -5.3960, 2.4617], [4.7805, -5.6583, 0.8210], [4.5456, -6.9037, 2.0463]], "atomic_forces_ev_per_a": [[-0.2, 0.2, 0.1], [-0.1, -0.2, 0.0], [0.2, 0.1, 0.0], [-0.1, -0.1, 0.1], [-0.1, -0.1, 0.0], [-0.1, -0.1, 0.3], [0.0, 0.0, -0.1], [-0.2, 0.0, 0.0], [-0.2, 0.2, 0.0], [0.0, -0.6, 0.1], [-0.1, 0.1, 0.0], [0.3, 0.0, 0.0], [-0.1, -0.1, 0.0], [0.0, -0.1, 0.0], [0.4, 0.3, -0.2], [-0.4, 0.7, 0.0], [0.2, -0.5, 0.0], [0.4, 0.5, -0.1], [0.1, 0.0, 0.0], [-0.4, 0.3, -0.1], [0.0, 0.0, -0.1], [-0.1, -0.1, 0.1], [-0.1, 0.1, 0.1], [0.0, 0.1, -0.2], [0.1, -0.2, 0.1], [0.0, 0.0, 0.1], [-0.1, -0.4, 0.0], [0.1, 0.0, 0.0], [-0.2, 0.0, 0.1], [0.1, 0.0, 0.0], [0.0, 0.0, 0.2], [0.0, 0.1, -0.1], [-0.2, 0.4, 0.0], [-0.1, -0.8, 0.2], [0.2, 0.3, -0.2], [-0.3, -0.3, 0.2], [0.1, -0.2, 0.0], [0.8, 0.7, 0.3], [-0.1, -0.1, -0.1], [0.0, -0.2, 0.2], [0.1, 0.0, -0.1], [-0.1, -0.2, 0.0], [-0.2, -0.1, 0.1], [0.2, 0.4, -1.0], [0.0, 0.0, 0.1], [-0.1, 0.0, 0.1], [0.1, 0.0, 0.0], [-0.1, -0.1, 0.1], [0.1, 0.0, 0.0], [-0.2, 0.0, 0.0], [-0.2, 0.0, 0.1], [0.1, 0.1, 0.0], [0.1, -0.1, 0.0], [0.1, 0.0, -0.1], [0.0, 0.0, -0.1], [0.0, 0.0, 0.1], [0.0, 0.1, 0.0], [0.1, 0.0, 0.0], [0.1, 0.0, -0.1], [0.1, -0.1, 0.0]]}

=====

Record order is preserved below.
Energy above the lowest of the compared OMol25 structures with the same formula, charge and spin: 0.000 2.643 3.981 3.139 1.133 0.000 eV
Record order is preserved below.
Max |F|: 3.19 3.76 3.09 3.77 0.42 1.08 eV/A